(1)
77
Properties=species:S:1:pos:R:3:lowdin_charge:R:1 method="wB97M-V/def2-TZVPD" e_tot_ev=-146888.52857 s2=2.003 homo_ha="-0.2956 / -0.2935" gap_ev="8.5 / 8.4" multiplicity=3
Ni -0.59539 -0.15033 0.37221 0.4939
C 2.05455 1.66490 -0.24579 -0.4513
O 1.79280 2.61232 -1.27204 -0.0764
O 0.87982 1.27045 0.22491 -0.1752
C 2.93324 0.52689 -0.87258 -0.4690
F 2.83630 0.47589 -2.22061 0.1263
F 4.26041 0.70108 -0.57391 0.0953
F 2.64118 -0.72652 -0.40528 0.0795
C 2.76371 3.61766 -1.40853 -0.2877
C 2.21754 4.73735 -2.30753 -0.0630
H 1.56535 5.42488 -1.77673 0.0708
H 3.07045 5.28027 -2.71532 0.0669
H 1.67129 4.24638 -3.11271 0.0740
H 3.75357 3.27070 -1.73075 0.1129
H 3.03342 4.07952 -0.44547 0.1145
H 2.66880 2.08098 0.56470 0.1483
Cl -2.31538 -1.88531 0.31363 -0.0967
C -4.32403 1.58355 -3.64409 -0.1941
C -4.69433 2.68217 -2.64673 -0.2388
C -3.83332 2.48715 -1.42812 -0.2295
S -2.15472 2.05646 -1.94788 0.7501
O -1.77996 0.84451 -1.19245 -0.3962
O -1.33380 3.20879 -2.09884 -0.2899
C -2.76894 1.57045 -3.64947 -0.1775
H -4.62582 1.73231 -4.67789 0.1111
H -4.76591 0.65131 -3.29017 0.1178
H -5.75350 2.58811 -2.39414 0.1151
H -4.63483 3.67171 -3.10939 0.1176
H -4.23565 1.59288 -0.93984 0.1103
H -3.84454 3.22605 -0.62752 0.1096
H -2.27167 0.62310 -3.85686 0.0666
H -2.42713 2.30192 -4.37917 0.1005
C 4.10231 -2.10017 2.10173 -0.2177
C 3.62880 -3.45640 1.53800 -0.2095
C 2.15964 -3.38822 1.15180 -0.2081
S 1.40611 -2.23579 2.34885 0.7329
O 0.85793 -3.02566 3.43551 -0.3073
O 0.65626 -1.26322 1.59852 -0.3842
C 2.98251 -1.47087 2.91554 -0.1716
H 4.54994 -1.50238 1.30672 0.1007
H 5.02553 -2.27455 2.66415 0.1147
H 3.80037 -4.31084 2.19324 0.1138
H 4.24512 -3.55009 0.64160 0.1132
H 1.51554 -4.23969 0.94906 0.1073
H 2.11868 -2.84950 0.19789 0.0723
H 3.05032 -1.82783 3.94068 0.1034
H 2.94094 -0.39564 2.76856 0.1092
C 0.44160 -4.49191 -3.13387 -0.2002
C 1.64221 -3.64401 -3.62345 -0.2010
C 1.25542 -2.16204 -3.59294 -0.1932
S -0.14693 -1.89736 -2.42356 0.7098
O -1.18670 -1.25868 -3.18188 -0.3153
O 0.36060 -1.33458 -1.19166 -0.3955
C -0.39018 -3.67603 -2.13010 -0.2176
H 0.84066 -5.46749 -2.86055 0.1119
H -0.22377 -4.71054 -3.97447 0.1095
H 1.92406 -3.90064 -4.64327 0.1104
H 2.54137 -3.74423 -3.01482 0.1091
H 0.78744 -1.83839 -4.52516 0.0980
H 2.04417 -1.43120 -3.42124 0.0886
H -1.41403 -3.96653 -1.91001 0.0949
H 0.11270 -3.86959 -1.17838 0.0828
C -3.28593 0.94385 5.49919 -0.2388
C -2.19420 1.98253 5.85351 -0.1963
C -1.73397 2.33624 4.41385 -0.2071
S -1.23415 0.69997 3.78575 0.7225
O -0.02320 0.33128 4.49347 -0.3175
O -1.37273 0.56473 2.35757 -0.3561
C -2.61796 -0.17254 4.68537 -0.1730
H -4.08198 1.43956 4.94354 0.1100
H -3.72322 0.52965 6.40950 0.1122
H -1.47016 1.51281 6.51094 0.1153
H -2.63037 2.90420 6.23282 0.1122
H -0.82234 2.91975 4.29155 0.1073
H -2.58586 2.66920 3.82831 0.1048
H -2.36179 -0.96573 5.37815 0.1091
H -3.27427 -0.45900 3.86436 0.0980



(2)
119
Properties=species:S:1:pos:R:3:lowdin_charge:R:1 method="wB97M-V/def2-TZVPD" e_tot_ev=-124565.97953 homo_ha=-0.3461 gap_ev=7.0 total_charge=+1
Sn -0.66462 -0.89358 0.31824 0.8900
C 1.31132 -5.22863 0.01796 -0.0188
C 0.92507 -3.81947 0.33828 -0.2828
N -0.19356 -3.28291 0.03913 -0.1378
N -1.11973 -4.02050 -0.64577 -0.0032
C -2.34115 -3.61220 -0.41832 -0.8555
N -3.31848 -4.22792 -1.12805 0.0748
S -2.85338 -2.38369 0.72337 0.5510
C 1.85563 -2.96065 1.11941 -0.2231
C 3.09736 -3.41800 1.53350 0.0064
C 3.87267 -2.61345 2.35565 -0.0300
C 3.39395 -1.37462 2.73713 -0.0318
C 2.16243 -0.97395 2.24830 -0.1308
N 1.41206 -1.74218 1.46150 -0.0095
H 0.50899 -5.71598 -0.52471 0.0681
H 1.51082 -5.78429 0.93649 0.0940
H 2.21990 -5.25427 -0.58800 0.0902
H -3.06967 -5.05037 -1.65251 0.1024
H -4.27032 -4.11641 -0.82963 0.0793
H 3.44711 -4.39383 1.22806 0.1129
H 4.84077 -2.95709 2.69661 0.1198
H 3.96345 -0.71636 3.37690 0.1170
H 1.75830 -0.00175 2.49797 0.0868
N 2.30213 -0.03855 -2.18012 -0.4206
P 0.97589 -1.07685 -2.47991 0.8900
C 1.59533 -1.98942 -3.93607 -0.3627
C 2.08293 -1.34483 -5.07310 -0.0914
C 2.50941 -2.08132 -6.16504 -0.0729
C 2.43540 -3.47064 -6.13829 -0.0763
C 1.93924 -4.11877 -5.01887 -0.0775
C 1.52279 -3.37862 -3.91727 -0.1007
C -0.32029 -0.06630 -3.29239 -0.3860
C -0.19543 1.27332 -3.63795 -0.0880
C -1.25044 1.93981 -4.25151 -0.0728
C -2.43441 1.27018 -4.52883 -0.0893
C -2.56795 -0.07116 -4.18159 -0.0996
C -1.52164 -0.73011 -3.55139 -0.1214
P 2.33291 1.07889 -0.88181 0.9450
C 2.62179 2.68703 -1.70791 -0.3879
C 3.53527 2.83724 -2.75081 -0.0958
C 3.72081 4.07065 -3.35275 -0.0747
C 3.00366 5.17654 -2.90612 -0.0767
C 2.10722 5.04139 -1.85762 -0.0738
C 1.91233 3.79839 -1.26455 -0.1299
C 4.00642 0.76635 -0.20275 -0.3796
C 4.47402 1.62586 0.79546 -0.1083
C 5.71412 1.42197 1.37818 -0.0838
C 6.50075 0.34515 0.97814 -0.0871
C 6.03988 -0.51569 -0.00584 -0.0855
C 4.79595 -0.30675 -0.59510 -0.1012
H 2.87873 0.17938 -2.98704 0.0416
H 2.10950 -0.26006 -5.12114 0.1048
H 2.88652 -1.57542 -7.04431 0.1075
H 2.76043 -4.04405 -6.99659 0.1071
H 1.87708 -5.19918 -4.99983 0.1056
H 1.13349 -3.88156 -3.03751 0.0856
H 0.72255 1.81033 -3.42001 0.0875
H -1.14295 2.98311 -4.52175 0.1103
H -3.24763 1.78985 -5.02085 0.1083
H -3.48269 -0.60536 -4.41434 0.1036
H -1.62978 -1.77728 -3.27552 0.1046
H 4.13598 1.99729 -3.08773 0.1047
H 4.43512 4.17592 -4.15911 0.1066
H 3.15002 6.14094 -3.37521 0.1062
H 1.54953 5.89997 -1.50602 0.1058
H 1.18752 3.68839 -0.46519 0.0277
H 3.86612 2.47184 1.10754 0.0988
H 6.07192 2.10047 2.14264 0.1057
H 7.47225 0.18577 1.42884 0.1043
H 6.65345 -1.34867 -0.32634 0.1049
H 4.43293 -0.99059 -1.35292 0.0907
C -5.74782 1.23143 -2.41021 0.0080
C -4.58477 2.05224 -1.99838 -0.3500
N -4.39433 3.30359 -2.26934 0.1348
N -3.19354 3.59125 -1.66499 0.0375
C -2.62886 2.55346 -1.03376 -0.7745
S -1.17555 2.44340 -0.21782 0.6027
N -3.54369 1.55874 -1.24162 -0.0835
N -3.33062 0.25898 -0.79687 0.0620
H -6.45004 1.86465 -2.94582 0.0913
H -6.24287 0.80114 -1.53845 0.0862
H -5.44042 0.41308 -3.06356 0.0737
H -2.79753 4.51247 -1.73166 0.1524
H -3.95746 0.03702 -0.02966 0.0546
H -3.43320 -0.40218 -1.55689 0.0710
C 0.34189 4.30092 4.15752 -0.0667
C 0.92887 3.53389 3.16270 -0.0701
C 0.36511 2.31657 2.80774 -0.1466
C -0.77650 1.84617 3.45542 -0.3688
C -1.37842 2.64135 4.43076 -0.0945
C -0.81665 3.85775 4.78506 -0.0624
P -1.45600 0.23931 2.94170 0.9946
C -1.21862 -0.91401 4.33508 -0.3622
C -0.82638 -2.21964 4.04337 -0.1153
C -0.61981 -3.14216 5.06175 -0.0687
C -0.79856 -2.76358 6.38299 -0.0714
C -1.19522 -1.46596 6.68475 -0.0673
C -1.40560 -0.54859 5.66878 -0.0716
C -3.25689 0.51719 2.89238 -0.3747
C -3.75683 1.70378 2.34696 -0.1163
C -5.12396 1.87576 2.18617 -0.0790
C -6.00452 0.86318 2.55656 -0.0799
C -5.51295 -0.31437 3.10093 -0.0722
C -4.14471 -0.48724 3.27158 -0.1155
H 0.77376 5.25446 4.43270 0.1090
H 1.81320 3.89170 2.65022 0.1030
H 0.79627 1.74771 1.98993 0.0469
H -2.30162 2.32378 4.90025 0.1068
H -1.28748 4.46546 5.54678 0.1099
H -0.70593 -2.53149 3.01147 0.0576
H -0.32194 -4.15432 4.82014 0.1072
H -0.63247 -3.47691 7.18005 0.1083
H -1.34266 -1.16921 7.71500 0.1091
H -1.71186 0.45703 5.92347 0.0946
H -3.07224 2.49238 2.05630 0.0821
H -5.50368 2.80633 1.78100 0.1086
H -7.07161 0.99894 2.43381 0.1059
H -6.19418 -1.09911 3.40345 0.1094
H -3.76819 -1.40902 3.69894 0.1009



(3)
36
Properties=species:S:1:pos:R:3:lowdin_charge:R:1 method="wB97M-V/def2-TZVPD" e_tot_ev=-22936.13912 smiles="C=C.O.O.O.O.O.O.O.O.O.O" homo_ha=-0.3763 gap_ev=10.4
C -0.98557 -2.70420 0.99305 -0.0182
C -0.28303 -2.03633 1.92279 -0.0507
H -1.53969 -3.54976 1.30165 0.0338
H -0.98736 -2.59074 -0.07003 0.0142
H -0.39658 -2.18274 3.01704 0.0740
H 0.13070 -1.13595 1.83130 -0.0248
O 0.96627 2.33729 2.23449 -0.1236
H 1.77619 2.06759 1.83601 0.0005
H 0.49400 2.97748 1.56322 0.0764
O -1.45150 -2.64491 -2.63426 -0.0156
H -0.53380 -2.52914 -2.85643 0.0220
H -1.66206 -3.09203 -1.84666 0.0146
O 1.24106 0.77684 -2.48640 -0.0842
H 1.70072 0.98984 -3.29447 0.0516
H 0.24068 0.81675 -2.48694 0.0431
O 1.16685 -1.82627 -2.13389 -0.0655
H 0.44681 -1.13607 -2.29151 0.0331
H 1.65719 -1.52645 -1.40890 -0.0122
O -2.21960 0.84414 0.49074 -0.1143
H -2.16412 1.13159 1.44841 0.0289
H -2.90486 1.44565 0.07176 0.0981
O 2.54679 -1.55506 1.24065 -0.0399
H 3.42596 -1.28279 1.10877 0.0196
H 2.33369 -2.42307 0.85981 0.0513
O -0.21640 2.59366 -0.00859 -0.0980
H -0.98866 3.07360 -0.32083 0.0705
H -0.50336 1.79751 0.52671 0.0444
O -1.37048 -0.02724 -2.03013 0.0131
H -1.76540 0.33675 -1.29094 -0.0266
H -1.56664 -0.90658 -2.07744 -0.0457
O 2.02757 1.30185 0.13147 -0.1520
H 1.73699 1.95902 -0.58136 0.0618
H 1.29166 0.54644 0.19085 0.0949
O -1.52669 1.95127 2.85090 -0.0559
H -0.75852 2.46640 2.67516 -0.0171
H -1.16278 1.17733 3.35985 0.0985



(4)
51
Properties=species:S:1:pos:R:3:lowdin_charge:R:1 method="wB97M-V/def2-TZVPD" e_tot_ev=-78236.14931 homo_ha=-0.1354 gap_ev=5.9 total_charge=-1
C 0.06331 -0.19757 -0.61034 -0.3362
P -0.87373 -1.69350 -1.20358 0.8273
C 0.01041 -2.17380 -2.76182 -0.3753
B -2.67063 -0.96341 -1.64544 -1.2861
I -3.59657 -2.48389 -3.02311 0.6859
C -2.46763 0.49830 -2.35734 -0.1640
C -3.53097 0.95084 -3.31848 -0.5689
O -4.70576 0.77126 -3.22363 0.0674
O -3.05852 1.67434 -4.41728 0.0438
N -3.42287 -0.93404 -0.26714 0.0801
C -4.21610 -0.07824 -0.00513 -0.7794
S -5.20741 1.13184 0.34184 0.6428
H 0.91152 -0.45838 0.00537 -0.0019
H 0.45264 0.39895 -1.43184 0.0209
H -0.60372 0.45610 -0.05229 -0.0122
H -0.57192 -2.82922 -3.39432 -0.0233
H 0.36230 -1.30362 -3.31278 0.0191
H 0.89747 -2.72352 -2.46817 -0.0073
H -2.26664 1.28527 -1.63461 0.1103
H -1.55727 0.42339 -2.94906 0.0844
H -2.37862 2.24518 -4.05191 0.0869
C -1.67895 3.02622 4.47059 -0.2300
C -3.19309 2.77664 4.44934 -0.2180
C -3.50630 1.95001 3.19440 -0.2585
S -2.02506 0.99832 2.83932 0.6473
O -1.47311 1.45197 1.58935 -0.3229
O -2.26869 -0.39316 3.10135 -0.3111
C -1.03206 1.67892 4.16770 -0.2355
H -1.34577 3.42276 5.42978 0.1080
H -1.41311 3.74895 3.69598 0.1167
H -3.48120 2.21697 5.34240 0.1122
H -3.75555 3.70972 4.45290 0.1093
H -4.33450 1.26455 3.34611 0.0881
H -3.70686 2.57998 2.33162 0.0658
H 0.00323 1.75542 3.84388 0.1038
H -1.11100 1.00147 5.01751 0.1029
C 5.84755 -2.49175 -1.26105 -0.2268
C 5.15460 -2.24551 0.08623 -0.2161
C 4.43603 -0.89360 -0.00715 -0.2146
S 4.03086 -0.65886 -1.74295 0.6667
O 4.78019 0.46865 -2.24236 -0.3233
O 2.61095 -0.76169 -1.91678 -0.3174
C 4.80862 -2.16179 -2.32802 -0.2288
H 6.20159 -3.51794 -1.35277 0.1111
H 6.70905 -1.82726 -1.36134 0.1154
H 4.42576 -3.03700 0.27007 0.1183
H 5.86404 -2.25569 0.91304 0.1094
H 3.51602 -0.87588 0.57208 0.0988
H 5.08142 -0.07156 0.29642 0.1014
H 5.23445 -1.98937 -3.31341 0.1052
H 4.03730 -2.92974 -2.38108 0.1080